1.
12
Properties=species:S:1:pos:R:3:forces:R:3 method="wB97M-V/def2-TZVPD" homo_ev=-9.243 orbital_gap_ev=9.33 de_lowest_kcal_mol=193.1
C -0.243767 1.726484 -0.193888 0.24 0.46 0.00
C 0.635879 0.918922 -0.020734 -0.56 0.66 0.18
C 1.767593 -0.021691 0.127217 -0.24 -0.59 -0.14
N 1.411179 -1.298782 0.011191 0.67 -0.69 -0.01
O 2.888660 0.330408 0.331930 1.39 1.26 0.13
O -2.239778 -0.137724 0.514738 -2.36 1.08 -1.43
O -1.272669 -0.936604 -0.099640 1.72 -3.44 -1.25
H -1.528276 0.596357 0.594876 -1.43 0.54 -0.40
H -0.975896 2.486609 -0.410874 0.44 -0.21 0.11
H 0.494643 -1.474875 -0.185675 -3.18 -0.20 -0.24
H 1.953020 -2.049275 -0.342872 1.48 -0.02 0.18
H -2.890591 -0.139834 -0.326269 1.82 1.14 2.86

***

2.
85
Properties=species:S:1:pos:R:3:forces:R:3 method="wB97M-V/def2-TZVPD" homo_ev="-14.090 / -13.682" multiplicity=2 s_squared=1.1770 orbital_gap_ev="8.15 / 7.69" de_lowest_kcal_mol=15.4 charge=+2
Mn 0.108434 -0.440823 0.118778 -0.27 -0.34 -0.26
C 2.850017 -1.576713 -0.411153 -0.06 0.02 -0.06
C 2.478703 -2.974345 0.047477 0.02 0.03 0.05
C 1.088608 -3.479356 -0.226734 -0.01 -0.07 -0.04
C 0.938664 -4.835947 -0.506704 0.00 0.01 0.00
C -0.320985 -5.381733 -0.647764 0.01 0.00 0.00
C -1.415734 -4.546112 -0.494627 -0.02 0.04 -0.01
C -1.187760 -3.210362 -0.240309 -0.05 -0.02 0.00
N 0.031246 -2.662013 -0.122678 0.13 0.12 0.12
N 2.194815 -0.478914 0.334457 0.02 0.03 0.17
C 2.707392 0.807251 -0.197930 -0.08 0.02 -0.02
C 2.198445 1.986208 0.596265 0.00 -0.04 0.00
C 2.886777 3.187566 0.579189 0.03 0.07 -0.01
C 2.426780 4.235317 1.363758 0.03 -0.04 -0.03
C 1.321989 4.021583 2.171167 -0.03 -0.04 0.02
C 0.703243 2.780328 2.124702 -0.04 0.12 0.07
N 1.101380 1.789696 1.330568 0.15 -0.07 0.02
C 2.543783 -0.597789 1.781437 0.07 0.00 -0.06
C 1.402916 -1.072964 2.634055 -0.02 0.00 0.03
C 1.653193 -1.564446 3.905748 0.03 -0.03 0.05
C 0.594275 -1.968705 4.698759 0.02 0.02 -0.03
C -0.689136 -1.882695 4.181931 -0.02 -0.01 0.01
C -0.855842 -1.388609 2.904932 -0.11 0.04 0.00
N 0.162096 -0.972554 2.140591 0.09 0.07 -0.10
H 2.610019 -1.454335 -1.465549 0.03 0.02 0.04
H 3.935684 -1.464693 -0.315444 0.02 0.00 0.00
H 2.658747 -3.081881 1.121558 0.01 0.01 0.00
H 3.183460 -3.659071 -0.425011 0.00 0.00 0.00
H 1.820087 -5.456392 -0.598899 -0.01 0.01 0.00
H -0.446759 -6.434520 -0.862291 0.00 0.00 0.00
H -2.428143 -4.916253 -0.573611 0.01 0.01 0.01
H -2.025531 -2.540299 -0.117149 0.01 0.02 0.01
H 2.375226 0.899977 -1.234939 0.02 -0.02 0.01
H 3.802680 0.805062 -0.186445 0.02 0.01 0.00
H 3.777456 3.294588 -0.027582 0.00 0.01 0.02
H 2.940460 5.187634 1.367435 0.01 -0.01 0.01
H 0.951191 4.787820 2.837829 0.01 -0.01 0.00
H -0.139201 2.575901 2.774772 -0.06 -0.04 -0.03
H 2.864878 0.369988 2.159376 0.00 0.01 0.00
H 3.399175 -1.264362 1.907276 0.01 0.00 -0.01
H 2.673353 -1.624459 4.263615 -0.02 -0.01 0.01
H 0.766093 -2.349368 5.696439 0.00 0.00 0.00
H -1.550952 -2.193231 4.755244 0.00 0.00 -0.01
H -1.844869 -1.315329 2.472787 0.06 -0.01 0.03
O -6.608786 1.051284 4.296012 -0.04 0.02 0.03
C -5.312140 1.391977 4.250077 0.07 -0.08 -0.02
O -4.792809 1.981276 5.151006 -0.02 0.02 -0.01
C -4.522871 0.975088 3.035097 -0.02 0.04 -0.01
C -4.841335 -0.127718 2.255437 -0.05 -0.02 0.04
C -4.021783 -0.502335 1.196956 -0.01 -0.04 -0.05
C -2.880599 0.237228 0.931639 -0.02 0.16 0.17
C -2.561469 1.351756 1.697596 -0.08 -0.08 -0.02
C -3.380167 1.718838 2.745001 0.02 0.01 0.03
N -1.966570 -0.132434 -0.094083 0.20 -0.16 -0.28
C -2.433098 -0.230731 -1.275545 -0.12 0.04 0.06
C -1.571955 -0.576182 -2.403941 0.02 0.01 -0.19
C -2.116730 -0.676191 -3.673951 -0.07 0.00 0.02
C -1.283826 -0.967233 -4.746092 0.04 0.01 0.00
C 0.062875 -1.134953 -4.492257 -0.04 -0.01 0.04
C 0.519934 -1.015161 -3.182416 0.18 -0.03 -0.03
N -0.261512 -0.742022 -2.149144 -0.17 0.07 0.26
H -6.932080 0.714753 3.452358 0.02 0.01 -0.01
H -5.706412 -0.737974 2.486325 0.00 0.00 -0.02
H -4.256193 -1.383024 0.610093 0.00 0.01 0.01
H -1.671736 1.904213 1.441271 0.11 0.09 0.04
H -3.147864 2.570343 3.371415 -0.01 0.00 -0.01
H -3.485205 -0.031380 -1.480401 0.02 0.00 0.00
H -3.179899 -0.528183 -3.814826 0.01 -0.01 -0.01
H -1.678925 -1.058033 -5.748674 -0.01 0.00 0.00
H 0.763574 -1.362099 -5.283334 0.00 0.00 0.00
H 1.574336 -1.149343 -2.980866 -0.04 0.03 -0.01
O 0.065560 1.735753 -1.153556 0.07 -0.06 -0.03
S -0.988619 2.676782 -1.687587 -0.05 0.17 -0.03
C -0.429890 4.338904 -1.229096 -0.05 -0.08 -0.03
C 0.675558 4.679223 -2.216331 0.02 0.04 0.00
C 0.106684 4.317023 -3.584775 0.01 0.01 -0.02
C -0.557106 2.943176 -3.447240 -0.01 -0.03 0.06
H -0.131963 4.296582 -0.182184 -0.01 -0.01 -0.01
H -1.291077 5.003430 -1.335785 0.00 -0.01 0.00
H 1.564772 4.085507 -1.992950 -0.01 0.00 0.00
H 0.948370 5.732326 -2.154532 0.01 -0.01 0.00
H 0.870717 4.299988 -4.360701 0.00 0.00 0.00
H -0.637104 5.059280 -3.878225 0.00 -0.01 -0.01
H 0.125334 2.117446 -3.656487 0.00 0.00 -0.01
H -1.452243 2.826873 -4.056628 0.00 -0.01 0.02

***

3.
14
Properties=species:S:1:pos:R:3:forces:R:3 method="wB97M-V/def2-TZVPD" smiles="C=N.O.O.O" homo_ev=-10.667 orbital_gap_ev=11.24 de_lowest_kcal_mol=23.5
C -0.386576 -1.873237 -0.348106 -0.01 0.84 -2.73
N -0.764322 -1.653730 -1.599262 0.17 -2.09 3.20
H 0.210139 -1.064374 0.136979 -0.53 -0.71 -0.17
H -0.547961 -2.834031 0.170695 0.05 0.51 -0.18
H -1.247332 -2.535438 -1.908748 0.42 1.12 0.03
O 1.911666 0.601371 0.845108 1.20 -0.71 -0.36
H 1.111661 1.075332 1.121088 0.57 0.90 -0.16
H 2.682082 1.180909 0.666964 -1.29 -0.26 0.36
O -0.596145 1.139149 -1.162987 -0.31 0.01 0.19
H 0.039975 1.071282 -1.877541 0.30 0.28 -0.03
H -0.951664 0.240422 -1.179395 -0.20 -0.01 -0.22
O -0.250531 1.926353 1.740124 -1.88 -2.02 -1.06
H -0.825927 1.515586 1.006923 1.25 1.49 0.77
H -0.385065 1.210405 2.388159 0.26 0.64 0.35